68
Properties=species:S:1:pos:R:3:forces:R:3 method="wB97M-V/def2-TZVPD" charge=+1 e_homo_ev="-10.5 / -10.0"
Tl -0.55868 -1.83162 0.88811 0.1 0.0 0.0
C -4.51015 0.07150 -7.66932 0.0 0.0 0.1
O -4.54585 0.40823 -6.28333 0.0 -0.1 -0.1
C -3.67563 1.32124 -5.83134 0.0 0.0 -0.1
C -2.75661 1.99737 -6.63622 0.0 0.0 0.0
C -1.90986 2.93054 -6.06779 0.0 0.0 -0.1
C -1.93567 3.17080 -4.69625 -0.1 0.0 0.2
C -2.88932 2.51168 -3.89692 0.1 0.1 0.0
C -3.74629 1.60199 -4.45912 0.0 0.0 0.1
N -1.04034 4.12640 -4.21342 0.0 -0.1 -0.1
N -0.76374 4.24000 -3.00142 0.0 -0.1 0.1
C -0.58867 3.31981 -2.05322 0.0 0.0 -0.2
C -0.74633 3.77065 -0.70759 0.0 0.0 0.0
C -0.76371 2.91127 0.33571 0.0 0.0 0.1
C -0.56813 1.49460 0.14809 0.0 0.1 0.0
O -0.63039 0.70263 1.09358 -0.1 -0.2 0.0
C -0.22616 1.03543 -1.22409 0.0 0.0 0.1
N 0.09687 -0.25857 -1.34969 0.0 0.0 0.0
C 0.48331 -0.70829 -2.52945 0.0 0.0 0.0
C 0.61223 0.12439 -3.64311 0.0 0.0 0.0
C 0.27470 1.45023 -3.52188 0.0 0.1 -0.1
C -0.19473 1.93272 -2.29374 -0.1 0.2 0.0
H -5.24697 -0.71165 -7.80438 0.0 0.0 0.0
H -3.52489 -0.29987 -7.95482 0.0 0.0 0.0
H -4.77539 0.93129 -8.28625 0.0 0.0 0.0
H -2.71140 1.81386 -7.69951 0.0 0.0 0.0
H -1.20511 3.48186 -6.67894 0.0 0.0 0.0
H -2.96625 2.74461 -2.84282 0.0 0.0 0.0
H -4.50061 1.09969 -3.86661 0.0 0.0 0.0
H -0.91729 4.82973 -0.55635 0.0 0.0 -0.1
H -0.94257 3.25617 1.34581 0.0 0.0 0.0
H 0.71677 -1.76634 -2.59453 0.0 0.1 0.0
H 0.97871 -0.27231 -4.58036 0.0 0.0 0.0
H 0.38782 2.12056 -4.36303 0.0 -0.1 0.0
C 2.79889 -3.47629 1.82751 0.0 0.0 0.0
C 2.99960 -2.02289 2.27533 0.0 0.0 0.1
C 4.28317 -1.86914 3.09719 0.0 0.0 0.0
P 1.41388 -1.40505 2.99833 0.0 -0.2 0.0
C 0.85375 -2.57039 4.31790 0.0 0.1 0.1
C -0.36127 -1.94699 5.01832 0.0 0.0 0.0
C 1.88672 -3.07297 5.33016 0.0 0.0 0.0
C 1.68462 0.26452 3.72651 0.0 0.1 -0.1
C 2.32043 1.15235 2.64862 0.0 0.0 0.0
C 2.43585 0.35450 5.05687 0.0 0.0 0.0
H 3.64642 -3.79632 1.21877 0.0 0.0 0.0
H 1.89428 -3.60834 1.22928 0.0 0.0 0.0
H 2.73515 -4.15064 2.68325 0.0 0.0 0.0
H 3.10925 -1.40850 1.37541 0.0 0.0 0.0
H 4.20703 -2.33539 4.07846 0.0 0.0 0.0
H 4.55482 -0.82375 3.23573 0.0 0.0 0.0
H 5.10774 -2.35156 2.56544 0.0 0.0 0.0
H 0.50015 -3.43530 3.74520 0.0 0.0 0.0
H -0.06594 -1.10337 5.64591 0.0 0.0 0.0
H -0.83538 -2.68768 5.66506 0.0 0.0 0.0
H -1.11043 -1.59564 4.30598 0.0 0.0 0.0
H 2.38979 -2.25848 5.84941 0.0 0.0 0.0
H 2.64561 -3.70056 4.86535 0.0 0.0 0.0
H 1.38020 -3.68127 6.08394 0.0 0.0 0.0
H 0.66343 0.62146 3.88817 0.0 0.0 0.0
H 3.35562 0.86313 2.45271 -0.1 0.0 0.0
H 2.32835 2.19177 2.98310 0.0 0.0 0.0
H 1.76303 1.10326 1.71190 0.0 0.0 0.0
H 3.41634 -0.11544 5.01591 0.0 0.0 0.0
H 1.87388 -0.09647 5.87351 0.0 0.0 0.0
H 2.58430 1.40787 5.30737 0.0 0.0 0.0
S -4.89465 -3.51683 2.69417 0.0 0.1 0.0
C -3.61044 -2.58613 2.43605 0.2 -0.1 -0.1
N -2.66387 -1.89404 2.28740 -0.2 0.1 0.2